No. 1
This record from the Open Molecules 2025 dataset describes a molecular structure, C7H4Cl4O5STl in a non-equilibrium geometry. The level of theory is ωB97M-V/def2-TZVPD.

The geometry in ORCA input format:
```
! wB97M-V def2-TZVPD RIJCOSX def2/J DEFGRID3
* xyz -1 1
Tl 1.05 -0.47 1.43
Cl -5.17 2.54 -0.04
C -3.81 1.25 0.15
C -4.05 -0.03 -0.35
Cl -5.63 -0.72 -0.95
C -2.87 -0.98 -0.29
Cl -3.02 -2.60 -0.88
C -1.66 -0.63 0.24
O -0.76 -1.57 0.62
C -1.47 0.75 0.77
O -0.22 1.16 1.23
C -2.53 1.61 0.82
Cl -2.28 3.24 1.22
C 4.68 -0.32 -0.70
S 2.98 -0.39 -0.93
O 2.71 -0.38 -2.34
O 2.41 0.77 -0.17
O 2.48 -1.58 -0.29
H 4.86 0.66 -0.94
H 5.24 -0.84 -1.53
H 4.99 -0.58 0.29
H 2.09 -0.89 2.64
*
```

For the HOMO-LUMO gap, the calculation gives 7.461 eV.


No. 2
This record from the Open Molecules 2025 dataset describes a molecular structure, C35H33Cl2F6N8O13S2Sn in a non-equilibrium geometry. The level of theory is ωB97M-V/def2-TZVPD.

The geometry in ORCA input format:
```
! wB97M-V def2-TZVPD RIJCOSX def2/J DEFGRID3
* xyz 1 1
Sn 1.76 0.09 -0.92
F 5.58 -1.63 -3.45
C 4.64 -0.97 -4.12
F 4.85 -1.08 -5.42
F 4.65 0.29 -3.75
S 3.04 -1.81 -3.70
O 2.83 -1.45 -2.26
O 3.28 -3.18 -3.97
N 1.92 -1.16 -4.62
S 1.22 0.12 -4.05
O 2.12 1.15 -3.53
O 0.12 -0.14 -3.10
C 0.42 0.76 -5.58
F 1.33 1.13 -6.45
F -0.36 -0.18 -6.09
F -0.33 1.80 -5.24
C -0.67 3.11 -2.12
C -0.30 2.78 -0.72
N 0.18 1.61 -0.28
C 0.39 1.77 1.10
C 0.00 3.02 1.46
N -0.43 3.62 0.31
C -0.12 3.81 2.73
O 0.29 3.26 3.84
O -0.61 4.91 2.65
C 1.03 0.69 1.90
O 0.99 0.72 3.12
O 1.55 -0.24 1.17
H -0.32 2.33 -2.77
H -0.20 4.05 -2.42
H -1.75 3.23 -2.22
H -0.73 4.58 0.30
H 0.59 2.32 3.69
O 7.06 2.51 -2.16
C 7.33 1.29 -1.72
O 8.42 0.81 -1.86
C 6.22 0.50 -1.03
C 6.42 -0.78 -0.54
Cl 7.84 -1.68 -0.67
N 5.26 -1.23 0.02
N 4.29 -0.28 -0.13
C 4.86 0.76 -0.74
C 4.03 2.00 -0.96
O 4.52 3.05 -1.31
O 2.75 1.88 -0.67
C 5.01 -2.46 0.79
C 3.71 -2.82 1.11
C 3.46 -3.96 1.86
C 4.50 -4.75 2.31
C 5.79 -4.39 2.00
C 6.05 -3.24 1.26
H 6.16 2.80 -1.91
H 2.89 -2.22 0.78
H 2.44 -4.22 2.11
H 4.30 -5.63 2.91
H 6.62 -4.99 2.35
H 7.07 -2.98 1.08
C -1.82 -1.28 3.07
C -3.32 -1.41 2.76
C -4.09 -0.84 3.96
C -3.69 -2.90 2.65
C -3.74 -0.65 1.44
O -5.16 -0.53 1.37
C -3.08 0.74 1.42
C -3.52 1.67 0.26
C -5.00 1.86 0.13
C -5.73 2.50 1.17
C -7.08 2.69 1.06
C -7.74 2.27 -0.11
Cl -9.41 2.50 -0.25
C -7.03 1.68 -1.18
C -5.68 1.49 -1.05
C -3.45 -1.42 0.13
N -2.04 -1.68 -0.14
C -1.14 -0.84 -0.61
N 0.04 -1.43 -0.65
C -0.21 -2.70 -0.20
N -1.46 -2.89 0.12
H -1.57 -1.93 3.90
H -1.55 -0.26 3.36
H -1.18 -1.57 2.23
H -3.70 -1.28 4.87
H -5.16 -1.08 3.92
H -3.98 0.25 4.06
H -3.64 -3.36 3.64
H -3.00 -3.44 2.00
H -4.71 -3.03 2.27
H -5.49 -0.26 2.23
H -2.00 0.63 1.36
H -3.31 1.24 2.36
H -3.11 1.33 -0.69
H -3.08 2.65 0.47
H -5.21 2.83 2.06
H -7.64 3.18 1.85
H -7.56 1.39 -2.07
H -5.13 1.05 -1.88
H -3.86 -0.83 -0.69
H -3.97 -2.36 0.15
H -1.34 0.17 -0.94
H 0.54 -3.47 -0.12
*
```

For the HOMO-LUMO gap, the calculation gives 4.495 eV. For the energy above the lowest of the compared OMol25 structures with the same formula, charge and spin, the calculation gives 0.00 kcal/mol.


No. 3
This record from the Open Molecules 2025 dataset describes 11 unconnected molecules or ions with the total composition C5H33N2O10S in a non-equilibrium geometry. The level of theory is ωB97M-V/def2-TZVPD.

The geometry in ORCA input format:
```
! wB97M-V def2-TZVPD RIJCOSX def2/J DEFGRID3
* xyz -1 1
C 0.29 -0.81 0.33
N -0.86 -1.42 1.03
C -0.42 -2.61 1.92
C 1.11 -2.64 2.36
S 2.11 -3.70 1.18
C -0.15 0.73 0.30
N 0.68 1.49 -0.64
C 1.76 2.25 -0.04
H 1.17 -0.81 0.92
H 0.59 -1.23 -0.64
H -1.43 -1.84 0.28
H -0.97 -2.62 2.82
H -0.34 -3.62 1.38
H 1.23 -2.81 3.48
H 1.76 -1.80 2.41
H -1.26 0.70 -0.01
H -0.09 1.05 1.39
H 1.03 0.82 -1.30
H 2.53 1.67 0.65
H 2.30 2.67 -0.82
H 1.28 3.03 0.58
H -2.21 0.97 2.65
H -3.03 2.10 1.78
O -2.53 1.85 2.58
H -4.14 0.19 0.02
H -3.81 -1.17 -0.21
O -4.62 -0.62 -0.14
H 3.27 -1.10 2.13
H 3.29 -0.78 0.65
O 3.83 -0.74 1.42
H -0.53 2.20 -3.56
H 0.62 2.02 -2.52
O 0.42 2.04 -3.48
H -0.83 2.80 -0.83
H -0.93 4.41 -0.56
O -1.37 3.54 -0.56
H 0.85 0.48 3.00
H 2.10 1.52 2.44
O 1.52 1.14 3.09
H 1.33 -2.89 -1.73
H 0.43 -3.92 -1.18
O 0.60 -3.46 -2.02
H 1.68 0.28 -4.07
H 2.41 -0.96 -3.77
O 2.25 -0.11 -3.39
H -2.53 2.44 -0.20
H -3.93 2.68 -0.56
O -3.45 2.12 0.04
H -1.16 -1.61 -3.60
H -0.49 -2.22 -2.35
O -1.34 -1.71 -2.64
*
```

For the HOMO-LUMO gap, the calculation gives 5.807 eV. For the energy above the lowest of the compared OMol25 structures with the same formula, charge and spin, the calculation gives 68.24 kcal/mol.


No. 4
This record from the Open Molecules 2025 dataset describes 2 unconnected molecules or ions with the total composition C3H7N2O3 in a non-equilibrium geometry. The level of theory is ωB97M-V/def2-TZVPD.

The geometry in ORCA input format:
```
! wB97M-V def2-TZVPD RIJCOSX def2/J DEFGRID3
* xyz 1 1
C 0.18 1.05 -0.12
C 2.33 -0.22 -0.69
C 0.83 -0.21 -0.22
N -0.62 1.86 0.09
N -3.83 -0.01 0.80
O -4.67 -0.52 -0.03
O -2.79 0.46 0.36
O -0.08 -1.03 -0.95
H 2.72 -1.18 -0.81
H 2.27 0.07 -1.83
H 2.99 0.53 -0.29
H 0.83 -0.70 0.69
H -4.34 -0.63 -0.92
H -1.28 2.47 0.44
H 0.21 -1.11 -1.91
*
```

For the HOMO-LUMO gap, the calculation gives 9.521 eV. For the energy above the lowest of the compared OMol25 structures with the same formula, charge and spin, the calculation gives 106.37 kcal/mol.


No. 5
This record from the Open Molecules 2025 dataset describes 6 unconnected molecules or ions with the total composition C36H86N6O7 in a non-equilibrium geometry. The level of theory is ωB97M-V/def2-TZVPD.

The geometry in ORCA input format:
```
! wB97M-V def2-TZVPD RIJCOSX def2/J DEFGRID3
* xyz 0 1
C 30.79 21.93 -6.69
C 29.35 21.24 -6.81
C 28.65 21.10 -5.47
C 28.28 22.19 -7.56
C 28.42 22.20 -9.13
C 28.68 20.67 -9.70
C 29.54 19.74 -8.90
C 29.09 18.30 -9.12
C 31.05 19.90 -9.42
N 29.45 19.86 -7.39
O 30.29 18.96 -6.69
H 31.46 21.50 -5.94
H 31.32 21.96 -7.64
H 30.68 22.97 -6.38
H 28.34 22.02 -4.98
H 27.84 20.37 -5.43
H 29.48 20.69 -4.89
H 27.22 22.04 -7.33
H 28.46 23.23 -7.31
H 27.59 22.72 -9.61
H 29.30 22.78 -9.40
H 29.01 20.63 -10.74
H 27.70 20.20 -9.68
H 28.17 18.14 -8.56
H 29.82 17.51 -8.90
H 28.95 18.10 -10.18
H 31.00 19.53 -10.44
H 31.71 19.24 -8.85
H 31.34 20.95 -9.53
H 29.70 18.45 -6.13
C 29.91 14.48 -11.60
C 28.77 14.30 -12.56
C 27.55 15.08 -12.03
C 29.14 14.91 -13.97
C 28.16 14.53 -15.11
C 27.96 13.03 -15.18
C 27.63 12.33 -13.89
C 26.12 12.52 -13.60
C 27.99 10.85 -14.08
N 28.50 12.86 -12.78
O 28.25 12.17 -11.58
H 30.39 15.46 -11.62
H 29.56 14.13 -10.63
H 30.70 13.79 -11.89
H 27.09 14.49 -11.24
H 27.83 16.12 -11.85
H 26.88 14.84 -12.86
H 29.23 15.99 -13.85
H 30.12 14.47 -14.19
H 27.19 14.99 -14.95
H 28.49 14.94 -16.06
H 28.79 12.53 -15.67
H 27.15 12.78 -15.86
H 25.70 13.53 -13.64
H 25.94 12.00 -12.66
H 25.67 11.91 -14.38
H 29.03 10.72 -14.39
H 27.50 10.56 -15.00
H 27.74 10.32 -13.16
H 29.14 11.84 -11.49
C 21.82 19.67 -13.51
O 20.69 20.38 -12.80
C 20.85 21.79 -12.73
C 19.72 22.69 -12.33
C 18.41 22.62 -13.08
N 20.19 24.09 -12.30
H 21.63 18.60 -13.59
H 22.81 19.98 -13.17
H 21.71 20.10 -14.50
H 21.70 22.04 -12.11
H 21.05 22.13 -13.75
H 19.45 22.44 -11.30
H 18.58 22.85 -14.14
H 17.54 23.20 -12.78
H 18.21 21.56 -13.18
H 20.90 24.25 -11.60
H 19.44 24.54 -11.80
C 27.76 19.49 -15.05
O 27.20 19.42 -13.76
C 25.94 18.84 -13.64
C 25.20 19.49 -12.51
C 25.11 21.04 -12.52
N 26.05 19.12 -11.30
H 27.73 18.76 -15.86
H 28.79 19.85 -15.04
H 27.45 20.42 -15.53
H 25.33 19.03 -14.52
H 26.10 17.77 -13.51
H 24.25 18.97 -12.39
H 24.83 21.54 -11.60
H 24.30 21.35 -13.19
H 25.95 21.53 -13.02
H 25.77 19.41 -10.38
H 26.94 19.59 -11.39
C 19.67 24.16 -8.74
O 20.93 23.57 -9.04
C 21.87 23.52 -7.93
C 23.13 22.71 -8.31
C 23.02 21.24 -7.91
N 24.15 23.33 -7.52
H 19.83 25.03 -8.10
H 19.03 23.45 -8.21
H 19.13 24.49 -9.62
H 22.25 24.55 -7.85
H 21.51 23.15 -6.97
H 23.35 22.69 -9.38
H 22.24 20.87 -8.58
H 22.80 21.07 -6.85
H 23.88 20.62 -8.16
H 23.77 23.49 -6.59
H 24.30 24.25 -7.91
C 23.72 22.03 -16.00
O 23.92 20.63 -16.18
C 24.61 20.11 -17.26
C 23.77 18.97 -17.81
N 23.88 17.93 -16.82
C 23.05 16.77 -17.01
C 23.27 15.62 -15.92
O 22.64 14.39 -16.10
C 23.01 13.32 -15.19
H 24.66 22.48 -15.71
H 23.01 22.37 -15.24
H 23.48 22.48 -16.97
H 25.63 19.81 -17.01
H 24.67 20.96 -17.93
H 24.28 18.60 -18.70
H 22.76 19.27 -18.07
H 23.78 18.36 -15.91
H 23.28 16.44 -18.02
H 22.01 17.06 -16.89
H 22.92 15.88 -14.92
H 24.34 15.40 -15.87
H 22.26 13.15 -14.41
H 24.02 13.61 -14.91
H 22.99 12.33 -15.65
*
```

For the HOMO-LUMO gap, the calculation gives 8.596 eV. Its structure (SMILES) is CC1(C)CCCC(C)(C)N1O.CC1(C)CCCC(C)(C)N1O.COC[C@H](C)N.COC[C@H](C)N.COC[C@H](C)N.COCCNCCOC. For the energy above the lowest of the compared OMol25 structures with the same formula, charge and spin, the calculation gives 0.00 kcal/mol.


No. 6
This record from the Open Molecules 2025 dataset describes a molecular structure, C34H37Cl2HfN6S2 in a non-equilibrium geometry. The level of theory is ωB97M-V/def2-TZVPD.

The geometry in ORCA input format:
```
! wB97M-V def2-TZVPD RIJCOSX def2/J DEFGRID3
* xyz 1 1
Hf -0.12 -0.15 -0.03
C -2.77 -0.40 2.88
C -2.35 1.01 3.34
C -1.39 1.77 2.39
N -1.38 1.35 0.99
C -2.35 1.82 0.20
C -3.45 2.58 0.66
C -4.41 3.30 -0.04
C -4.46 3.62 -1.38
C -3.62 3.12 -2.37
C -2.73 2.07 -2.29
C -2.32 1.31 -1.18
N -1.81 0.08 -1.28
C -2.05 -0.73 -2.47
C -0.81 -0.99 -3.33
C 0.27 -1.84 -2.61
N 0.07 -1.91 -1.16
C -0.49 -2.98 -0.60
C -1.05 -4.04 -1.34
C -1.41 -5.32 -0.97
C -1.23 -5.97 0.25
C -0.77 -5.39 1.42
C -0.51 -4.06 1.69
C -0.53 -2.92 0.87
N -0.47 -1.67 1.36
C -0.44 -1.42 2.80
C -1.84 -1.50 3.41
H -2.77 -0.45 1.80
H -3.79 -0.60 3.21
H -1.85 0.93 4.31
H -3.25 1.60 3.52
H -0.38 1.65 2.77
H -1.60 2.84 2.45
H -3.58 2.57 1.73
H -5.18 3.73 0.59
H -5.23 4.32 -1.68
H -3.74 3.56 -3.35
H -2.27 1.78 -3.22
H -2.82 -0.27 -3.09
H -2.45 -1.69 -2.12
H -0.39 -0.03 -3.62
H -1.13 -1.49 -4.25
H 1.24 -1.38 -2.77
H 0.32 -2.84 -3.04
H -1.24 -3.81 -2.38
H -1.85 -5.92 -1.75
H -1.49 -7.02 0.29
H -0.66 -6.06 2.26
H -0.26 -3.86 2.73
H -0.03 -0.42 2.95
H 0.24 -2.11 3.30
H -1.76 -1.44 4.50
H -2.28 -2.48 3.17
Cl 1.58 1.82 1.25
C 2.46 2.73 0.06
C 3.31 3.73 0.49
C 4.00 4.48 -0.45
C 3.84 4.20 -1.80
C 3.00 3.18 -2.21
Cl 2.86 2.85 -3.89
C 2.26 2.41 -1.28
S 1.19 1.16 -1.83
H 3.42 3.92 1.55
H 4.65 5.28 -0.12
H 4.37 4.79 -2.54
C 6.27 1.56 -0.69
C 5.38 0.42 -1.04
C 5.46 -0.34 -2.17
C 4.50 -1.36 -2.36
N 3.55 -1.61 -1.47
C 3.51 -0.92 -0.33
S 2.40 -1.22 0.90
N 4.40 0.11 -0.15
C 4.52 -2.22 -3.57
H 7.07 1.67 -1.41
H 6.70 1.41 0.30
H 5.69 2.49 -0.67
H 6.22 -0.15 -2.91
H 4.32 0.64 0.71
H 5.19 -1.83 -4.34
H 3.52 -2.32 -3.97
H 4.86 -3.22 -3.29
*
```

For the HOMO-LUMO gap, the calculation gives 6.995 eV. For the energy above the lowest of the compared OMol25 structures with the same formula, charge and spin, the calculation gives 8.97 kcal/mol.


No. 7
This record from the Open Molecules 2025 dataset describes a molecular structure, C32H28N6O6S3Sc. The level of theory is ωB97M-V/def2-TZVPD.

The geometry in ORCA input format:
```
! wB97M-V def2-TZVPD RIJCOSX def2/J DEFGRID3
* xyz 1 1
Sc 0.22 0.29 0.59
C -4.53 1.20 -0.94
C -3.40 2.13 -1.25
C -3.28 2.70 -2.51
C -2.23 3.55 -2.78
C -1.31 3.82 -1.77
C -1.51 3.21 -0.54
N -2.52 2.38 -0.27
C -0.59 3.51 0.59
C -0.26 4.82 0.88
C 0.55 5.08 1.98
C 0.99 4.02 2.76
C 0.63 2.73 2.40
N -0.14 2.48 1.32
C 1.04 1.55 3.19
C 2.04 1.62 4.14
C 2.35 0.49 4.87
C 1.64 -0.67 4.65
C 0.67 -0.70 3.65
C -0.04 -1.98 3.35
N 0.39 0.39 2.93
H -5.49 1.65 -1.20
H -4.54 0.96 0.12
H -4.44 0.27 -1.51
H -4.02 2.47 -3.27
H -2.11 3.99 -3.76
H -0.47 4.47 -1.94
H -0.65 5.62 0.27
H 0.81 6.09 2.24
H 1.58 4.20 3.64
H 2.60 2.54 4.29
H 3.14 0.51 5.61
H 1.85 -1.57 5.21
H -0.24 -2.52 4.28
H 0.59 -2.61 2.73
H -0.99 -1.80 2.85
C 0.67 -1.49 -4.19
N -0.28 -1.98 -3.21
C -0.75 -3.28 -3.13
C -1.55 -3.35 -2.06
N -1.57 -2.09 -1.48
C -0.78 -1.24 -2.21
S -0.48 0.42 -2.03
C -2.33 -1.75 -0.34
C -3.48 -2.48 -0.05
C -4.22 -2.15 1.07
C -3.82 -1.07 1.85
C -2.68 -0.39 1.47
N -1.93 -0.74 0.42
H 1.01 -2.33 -4.79
H 1.52 -1.03 -3.67
H 0.20 -0.74 -4.83
H -0.43 -4.05 -3.81
H -2.02 -4.20 -1.60
H -3.81 -3.27 -0.71
H -5.11 -2.71 1.31
H -4.37 -0.76 2.73
H -2.35 0.48 2.02
O 4.23 1.37 0.30
S 3.14 0.45 0.25
O 2.71 -0.18 1.49
O 1.89 1.09 -0.33
C 3.57 -0.82 -0.92
C 4.57 -0.47 -1.82
C 4.99 -1.36 -2.80
C 4.41 -2.62 -2.87
C 3.41 -2.97 -1.98
C 2.98 -2.09 -1.00
S 1.72 -2.75 0.08
O 2.29 -3.07 1.36
O 1.08 -3.81 -0.65
O 0.73 -1.60 0.20
H 5.02 0.51 -1.74
H 5.77 -1.07 -3.48
H 4.74 -3.33 -3.62
H 2.96 -3.95 -2.03
*
```

For the HOMO-LUMO gap, the calculation gives 7.783 eV. For the energy above the lowest of the compared OMol25 structures with the same formula, charge and spin, the calculation gives 15.50 kcal/mol.


no.,HOMO energy (eV),E (Eh),LUMO (hartree)
1,-4.9954,-3056.8155,0.0906
2,-10.6622,-5299.8279,-0.2267
3,-3.6586,-1470.3500,0.0790
4,-14.1766,-453.3015,-0.1711
5,-7.9763,-2278.0645,0.0228
6,-9.7965,-3411.0477,-0.1030
7,-10.8450,-3971.5852,-0.1125